# 1
{"formula": "C7H8BrF2N4O4", "method": "ωB97M-V with the def2-TZVPD basis set", "symbols": ["N", "C", "N", "C", "N", "Br", "N", "C", "C", "O", "F", "H", "H", "H", "H", "H", "C", "C", "O", "C", "O", "O", "F", "H", "H", "H"], "positions_angstrom": [[0.959, -1.911, 2.004], [1.603, -0.733, 1.966], [2.930, -0.585, 2.073], [3.151, 0.712, 1.983], [2.016, 1.391, 1.810], [1.815, 3.203, 1.588], [0.999, 0.471, 1.833], [-0.394, 0.841, 1.664], [-1.318, -0.121, 2.370], [-1.969, -0.926, 1.817], [-1.351, 0.047, 3.675], [0.110, -2.067, 1.491], [1.346, -2.639, 2.576], [4.130, 1.153, 2.018], [-0.656, 0.839, 0.610], [-0.555, 1.843, 2.047], [-1.587, -0.018, -4.090], [-1.194, -1.112, -3.119], [-0.576, -0.365, -2.067], [-1.105, 0.882, -2.084], [-0.974, 1.669, -1.196], [-1.793, 1.099, -3.206], [-0.295, -1.973, -3.633], [-0.772, 0.211, -4.776], [-2.491, -0.233, -4.650], [-2.031, -1.676, -2.705]], "forces_ev_per_a": [[0.091, 0.596, 0.080], [-0.105, -0.034, -0.126], [0.018, 0.121, 0.224], [-0.231, -0.590, -0.004], [0.464, 0.231, 0.096], [-0.115, -0.191, -0.043], [0.061, -0.130, 0.057], [-0.141, 0.052, -0.325], [0.161, 0.167, -0.290], [-0.461, -0.542, -0.219], [0.113, 0.122, 0.630], [-0.188, -0.057, 0.115], [0.166, -0.235, -0.211], [0.032, 0.328, -0.018], [0.029, 0.039, -0.073], [0.101, 0.133, 0.187], [-0.066, 0.029, -0.083], [0.130, 0.044, -0.004], [-0.244, -0.155, 0.080], [0.056, 0.104, 0.000], [0.084, -0.016, -0.060], [-0.019, -0.068, -0.167], [0.062, 0.077, 0.021], [0.059, -0.063, 0.027], [-0.096, 0.118, 0.116], [0.036, -0.077, -0.011]], "spin_multiplicity": 1, "mol_weight_da": 330.06, "homo_ha": -0.508, "fmax_ha_per_bohr": 0.014, "charge": 1, "gap_ev": 9.4}

# 2
{"formula": "C3H12N2O2", "method": "ωB97M-V with the def2-TZVPD basis set", "symbols": ["C", "C", "N", "C", "N", "H", "H", "H", "H", "H", "H", "H", "H", "H", "H", "O", "H", "H", "O"], "positions_angstrom": [[0.479, -2.593, -2.132], [0.286, -2.754, -0.629], [-2.070, -0.071, -0.284], [-0.884, -0.707, -0.123], [-0.766, -1.968, -0.142], [1.320, -1.952, -2.369], [-0.386, -2.171, -2.637], [0.739, -3.517, -2.649], [1.247, -2.633, -0.101], [0.040, -3.805, -0.442], [-2.258, 0.859, 0.064], [-2.716, -0.421, -0.968], [-0.068, -0.017, 0.148], [2.574, 4.764, 1.841], [3.676, 5.771, 1.966], [3.460, 4.866, 2.227], [-0.941, 2.576, 1.878], [-1.918, 1.640, 2.590], [-1.813, 2.135, 1.762]], "forces_ev_per_a": [[0.622, 0.020, -0.668], [1.032, -0.821, 0.415], [-0.589, 0.121, -0.298], [0.887, 0.612, 1.076], [-2.234, 0.027, -1.115], [0.116, 0.501, 0.125], [-0.225, -0.054, 0.200], [-0.174, -0.315, 0.179], [0.146, 0.340, -0.128], [-0.150, 0.026, 0.073], [0.620, 0.066, 0.192], [-0.094, -0.453, 0.299], [0.068, -0.061, -0.227], [-0.034, -0.374, 0.191], [0.145, -0.111, 0.125], [-0.162, 0.411, -0.292], [-0.010, 0.053, -0.058], [0.035, 0.019, 0.065], [0.002, -0.009, -0.156]], "spin_multiplicity": 2, "mol_weight_da": 108.14, "homo_ha": [0.027, -0.196], "fmax_ha_per_bohr": 0.049, "charge": -1, "gap_ev": [3.0, 8.9]}

charge of number 2 (C3H12N2O2)? -1

Which value of charge does entry 1 give? +1

Copy entry 1 word for word.
{"formula": "C7H8BrF2N4O4", "method": "ωB97M-V with the def2-TZVPD basis set", "symbols": ["N", "C", "N", "C", "N", "Br", "N", "C", "C", "O", "F", "H", "H", "H", "H", "H", "C", "C", "O", "C", "O", "O", "F", "H", "H", "H"], "positions_angstrom": [[0.959, -1.911, 2.004], [1.603, -0.733, 1.966], [2.930, -0.585, 2.073], [3.151, 0.712, 1.983], [2.016, 1.391, 1.810], [1.815, 3.203, 1.588], [0.999, 0.471, 1.833], [-0.394, 0.841, 1.664], [-1.318, -0.121, 2.370], [-1.969, -0.926, 1.817], [-1.351, 0.047, 3.675], [0.110, -2.067, 1.491], [1.346, -2.639, 2.576], [4.130, 1.153, 2.018], [-0.656, 0.839, 0.610], [-0.555, 1.843, 2.047], [-1.587, -0.018, -4.090], [-1.194, -1.112, -3.119], [-0.576, -0.365, -2.067], [-1.105, 0.882, -2.084], [-0.974, 1.669, -1.196], [-1.793, 1.099, -3.206], [-0.295, -1.973, -3.633], [-0.772, 0.211, -4.776], [-2.491, -0.233, -4.650], [-2.031, -1.676, -2.705]], "forces_ev_per_a": [[0.091, 0.596, 0.080], [-0.105, -0.034, -0.126], [0.018, 0.121, 0.224], [-0.231, -0.590, -0.004], [0.464, 0.231, 0.096], [-0.115, -0.191, -0.043], [0.061, -0.130, 0.057], [-0.141, 0.052, -0.325], [0.161, 0.167, -0.290], [-0.461, -0.542, -0.219], [0.113, 0.122, 0.630], [-0.188, -0.057, 0.115], [0.166, -0.235, -0.211], [0.032, 0.328, -0.018], [0.029, 0.039, -0.073], [0.101, 0.133, 0.187], [-0.066, 0.029, -0.083], [0.130, 0.044, -0.004], [-0.244, -0.155, 0.080], [0.056, 0.104, 0.000], [0.084, -0.016, -0.060], [-0.019, -0.068, -0.167], [0.062, 0.077, 0.021], [0.059, -0.063, 0.027], [-0.096, 0.118, 0.116], [0.036, -0.077, -0.011]], "spin_multiplicity": 1, "mol_weight_da": 330.06, "homo_ha": -0.508, "fmax_ha_per_bohr": 0.014, "charge": 1, "gap_ev": 9.4}

Which of these has the lowest charge? C3H12N2O2